Entry 1:
Entry from the OMol25 dataset: 3 unconnected molecules or ions with the total composition C5H19N3O2 at a distorted geometry (ωB97M-V/def2-TZVPD).

The geometry in ORCA input format:
```
! RIJCOSX wB97M-V def2-TZVPD def2/J DEFGRID3
* xyz 3 2
C 1.373 0.579 -2.746
C 0.517 -0.185 -1.752
C -0.600 0.758 -1.143
C -1.494 0.053 -0.116
C -1.277 0.296 1.241
N -2.291 0.049 2.288
N -2.540 -0.644 -0.597
N 1.472 -0.555 -0.559
H 1.884 1.484 -2.363
H 2.186 -0.025 -3.158
H 0.668 0.884 -3.538
H 0.129 -1.157 -2.088
H -1.169 1.100 -1.974
H -0.236 1.654 -0.626
H -0.308 0.736 1.503
H -2.492 -0.978 2.322
H -3.223 0.461 2.149
H -1.993 0.462 3.207
H -2.646 -0.592 -1.620
H -3.420 -0.829 -0.123
H 2.095 -1.240 -0.986
H 0.945 -0.875 0.279
H 1.995 0.262 -0.162
H 0.610 -2.706 1.962
H 1.818 -1.790 2.217
O 1.054 -1.911 1.635
H 1.786 2.103 1.661
H 2.915 1.212 1.899
O 2.244 1.392 1.186
*
```

- Gap between HOMO and LUMO (spin up / spin down): 10.64 / 6.94 eV
- HOMO level (spin up / spin down): -22.515 / -22.513 eV

***

Entry 2:
Entry from the OMol25 dataset: 5 unconnected molecules or ions with the total composition C5H19NO4 at a distorted geometry (ωB97M-V/def2-TZVPD).

The geometry in ORCA input format:
```
! RIJCOSX wB97M-V def2-TZVPD def2/J DEFGRID3
* xyz 0 1
C 0.565 -0.963 2.634
C -0.252 -1.549 1.770
C -1.622 -1.007 1.415
C -1.371 0.216 0.461
N -0.815 -0.284 -0.802
C -1.427 0.124 -2.043
H 0.483 0.041 3.033
H 1.390 -1.520 3.065
H 0.021 -2.511 1.349
H -2.179 -1.659 0.755
H -2.031 -0.600 2.334
H -2.352 0.663 0.271
H -0.720 0.978 0.880
H 0.180 -0.142 -0.763
H -2.376 0.614 -1.801
H -1.707 -0.732 -2.671
H -0.960 0.828 -2.743
O 2.118 1.273 -1.802
H 2.180 0.598 -1.126
H 1.225 1.340 -2.151
O 3.148 0.053 1.087
H 3.009 -0.549 0.344
H 3.178 0.922 0.670
O 1.477 -2.218 -2.112
H 1.776 -1.606 -2.800
H 0.538 -2.345 -2.304
O -0.923 3.113 1.225
H -0.683 3.679 0.486
H -1.870 3.242 1.341
*
```

- Gap between HOMO and LUMO: 8.93 eV
- SMILES: C=CCCNC.O.O.O.O
- HOMO level: -8.586 eV
- ΔE to the lowest compared entry with this formula, charge and spin: 60.0 kcal per mole

***

Entry 3:
Entry from the OMol25 dataset: 6 unconnected molecules or ions with the total composition C5H20FN10O5 at a distorted geometry (ωB97M-V/def2-TZVPD).

The geometry in ORCA input format:
```
! RIJCOSX wB97M-V def2-TZVPD def2/J DEFGRID3
* xyz -1 1
F 0.767 -0.138 -0.245
C -1.290 2.611 -1.776
O -0.088 2.524 -1.955
N -2.074 3.338 -2.545
N -1.951 1.941 -0.802
H -1.780 3.750 -3.413
H -3.056 3.244 -2.341
H -2.944 1.806 -0.883
H -1.381 1.506 -0.096
C 2.023 -3.306 1.524
O 1.959 -4.465 1.937
N 1.260 -2.941 0.532
N 2.707 -2.296 2.070
H 1.387 -2.059 0.051
H 0.865 -3.789 0.153
H 2.684 -1.380 1.651
H 3.296 -2.534 2.851
C -1.416 -0.891 -3.004
O -0.572 -0.161 -3.471
N -1.298 -1.477 -1.809
N -2.515 -1.287 -3.653
H -2.064 -2.019 -1.446
H -0.520 -1.214 -1.208
H -3.173 -1.813 -3.106
H -2.582 -0.885 -4.574
C 2.871 2.277 0.842
O 2.509 2.385 -0.315
N 3.788 2.977 1.523
N 2.515 1.190 1.534
H 4.077 3.862 1.138
H 3.864 2.808 2.512
H 1.917 0.567 0.996
H 2.669 0.992 2.508
C -1.926 -0.810 2.264
O -2.692 -0.932 3.204
N -0.609 -0.769 2.352
N -2.267 -0.363 1.055
H 0.000 -0.617 1.557
H -0.140 -0.890 3.235
H -1.574 -0.372 0.320
H -3.249 -0.370 0.833
*
```

- Gap between HOMO and LUMO: 8.87 eV
- HOMO level: -6.030 eV
- ΔE to the lowest compared entry with this formula, charge and spin: 70.1 kcal per mole